5 unconnected molecules or ions with the total composition C2H16NO5. Source: the OMol25 dataset; level of theory: ωB97M-V/def2-TZVPD.

The geometry in XYZ format:
```
24
Properties=species:S:1:pos:R:3:forces:R:3
H -1.124745 0.918241 -0.978948 0.6 -0.2 1.3
H -3.642084 1.785856 1.700483 2.2 0.0 -1.0
H -0.835635 -0.633412 0.574719 -0.6 -2.9 -1.4
H 0.076908 1.997623 -0.246279 -1.1 -1.5 0.9
H 2.883458 -0.255929 2.387200 3.6 -0.2 0.2
C -1.987763 2.236652 0.426426 -0.4 2.5 1.8
H 1.037948 -2.424830 0.249930 3.0 -2.9 2.5
H -2.496955 2.551141 -0.549866 0.0 -0.7 1.6
H 0.417570 0.125178 1.180299 3.1 -0.4 0.5
H 1.671353 -4.462644 -1.802604 0.6 -0.2 -0.4
H 0.777365 -2.033619 -1.145608 -0.9 -0.1 1.8
H 0.807389 1.577214 -3.074796 -1.0 -0.2 1.4
H 1.648624 -0.832437 3.016950 -1.0 -2.7 3.0
H 1.339517 -3.225816 -2.733759 0.7 -0.2 -1.0
O 0.917720 1.148438 -2.176620 2.4 0.2 -3.2
O 0.465011 -1.913976 -0.199871 -2.3 3.0 -3.9
O 1.069945 -3.752043 -1.998270 -1.1 0.1 0.8
C -0.823873 1.331733 0.021921 0.5 1.1 -1.9
H 1.846779 0.887775 -2.463143 -1.1 -0.1 1.5
O 1.981213 -0.268697 2.403998 -2.7 2.8 -3.2
H -1.751311 3.197486 1.041244 0.6 -1.2 -2.0
N -0.518476 0.179587 0.965445 -3.8 4.6 2.9
H -1.078336 0.306160 1.926540 1.2 0.1 -2.6
O -2.681623 1.560320 1.474609 -2.5 -1.1 0.2
```
Positions in Å, forces in eV/Å.

The value obtained for the calculated total energy is -516.44987 a.u. For the HOMO-LUMO gap, the calculation gives 11.10 eV. The charge is +1. For the HOMO energy, the calculation gives -0.506 Eh. The spin multiplicity is 1.

Here are the Mulliken charges for atoms 1 to 2, given in e: atom 1 (H): 0.2800, atom 2 (H): 0.3197

***

6 unconnected molecules or ions with the total composition C2H16NO5. Source: the OMol25 dataset; level of theory: ωB97M-V/def2-TZVPD.

The geometry in XYZ format:
```
24
Properties=species:S:1:pos:R:3:forces:R:3
O 1.709944 1.890005 -1.694384 -0.6 -0.7 0.1
H -1.377442 -3.210917 -1.555426 -0.1 -0.2 0.0
H 1.587932 -0.766185 1.090384 0.0 0.0 0.2
H -2.443931 -2.938464 -0.129443 -0.2 0.3 -0.3
H -1.599731 3.214876 -0.972070 -0.1 0.1 0.0
H 2.430939 2.470048 -1.894155 0.7 0.5 -0.2
O -1.310856 2.313072 -1.121626 -0.1 -0.2 -0.5
H -1.418397 -1.240900 -2.741347 -0.4 0.1 -0.1
H 0.003573 1.212513 1.946976 -0.2 0.0 0.5
H 1.916304 -0.368573 -0.333572 -0.7 0.1 0.1
H 2.671927 0.463310 3.951133 -0.4 1.2 0.7
N -1.258715 -1.316275 -0.731910 0.6 1.3 -0.6
H -1.580014 1.370543 2.213511 0.6 0.0 0.2
H -0.873350 2.038982 -0.311105 0.1 0.1 0.5
H -0.748286 -3.133083 0.125154 0.2 0.0 -0.2
O 2.724240 -0.211628 3.296985 0.1 -0.7 -0.6
H -0.775000 -0.762185 -0.002492 -0.8 -0.2 0.6
H 1.075130 2.037919 -2.405009 0.0 0.1 0.2
O -0.871095 1.297287 1.561400 -0.4 -0.2 -0.8
H -1.616723 0.398291 -1.793329 1.2 0.4 0.0
C -1.474949 -2.739986 -0.584122 0.8 -0.4 0.5
C -1.359214 -0.657241 -1.828035 -1.3 -1.2 0.2
H 3.426143 -0.743772 3.675706 0.2 -0.5 -0.2
O 1.161571 -0.617638 0.236775 0.8 0.0 -0.1
```
Positions in Å, forces in eV/Å.

The value obtained for the calculated total energy is -516.49260 a.u. For the HOMO-LUMO gap, the calculation gives 10.05 eV. The charge is +1. For the HOMO energy, the calculation gives -0.525 Eh. The spin multiplicity is 1.

Here are the Mulliken charges for atoms 1 to 2, given in e: atom 1 (O): -0.5834, atom 2 (H): 0.3336

***

7 unconnected molecules or ions with the total composition C2H16NO5. Source: the OMol25 dataset; level of theory: ωB97M-V/def2-TZVPD.

The geometry in XYZ format:
```
24
Properties=species:S:1:pos:R:3:forces:R:3
O 1.204256 0.850625 0.449504 -1.4 0.9 3.0
H 0.998118 -0.885626 -0.709054 -1.9 -0.3 -1.5
O 3.047023 0.918316 -1.897328 -1.9 -0.4 -0.6
H -1.646283 -1.124090 0.909715 -0.1 0.0 0.1
C 0.189135 -3.709106 -1.190006 -1.3 -0.8 1.0
H 0.411275 -3.545792 -0.174135 0.8 -0.9 1.4
H -0.559474 0.523330 3.807681 0.3 0.0 0.0
H 3.954001 0.979520 -1.644133 1.6 0.1 0.4
H -3.150021 2.807934 1.803584 1.5 -0.8 -0.9
O -0.708295 2.424656 -0.187750 -0.6 -0.3 0.4
H 0.509731 1.606052 0.264983 0.7 -0.9 -0.3
O -0.369856 0.774489 2.895518 0.2 0.0 -0.1
H -0.686758 -2.554505 -2.741882 0.5 -0.2 0.1
O -2.427245 2.154507 1.527304 0.0 1.0 -0.7
H -1.837016 2.317664 0.592600 -1.0 0.1 1.0
H 2.520330 1.124264 -1.108984 0.0 0.2 0.5
H -1.619439 -1.028246 1.651998 0.1 0.0 -0.3
H -0.235395 -4.611317 -1.656119 1.0 -0.1 0.4
H 1.037460 0.877831 1.524417 0.5 -0.7 -2.8
H 0.804287 -0.701183 -2.543029 -2.2 -0.6 2.9
H -1.109520 1.346118 2.652482 -0.2 0.1 -0.1
C -0.038563 -2.576454 -1.857037 -0.9 7.1 -2.3
H -0.602488 3.160865 -0.806688 -0.2 0.5 0.1
N 0.314737 -1.129853 -1.563642 4.4 -3.7 -1.6
```
Positions in Å, forces in eV/Å.

The value obtained for the calculated total energy is -515.66183 a.u. For the HOMO-LUMO gap (alpha / beta), the calculation gives 3.26 / 3.38 eV. The charge is +2. For the HOMO energy (alpha / beta), the calculation gives -0.649 / -0.643 Eh. As for the expectation value of S²: 1.313. The spin multiplicity is 2.

Here are the Mulliken charges for atoms 1 to 2, given in e: atom 1 (O): -0.6839, atom 2 (H): 0.3615

***

6 unconnected molecules or ions with the total composition C2H16O5. Source: the OMol25 dataset; level of theory: ωB97M-V/def2-TZVPD.

The geometry in XYZ format:
```
23
Properties=species:S:1:pos:R:3:forces:R:3
H 3.330188 1.672308 -0.009316 -0.7 -0.4 1.4
H 1.564903 -1.551107 -3.312368 0.2 -0.2 0.6
H -1.536785 1.038116 2.689472 0.4 -1.4 -0.5
O 3.594499 1.753688 -0.905279 0.3 -0.1 -1.0
C -1.787004 -0.064748 2.528251 1.7 0.6 1.0
H 0.050524 -0.487930 1.333053 -0.7 -0.5 0.7
O 1.340957 -0.975580 -2.573008 -0.8 0.8 -0.9
H 2.564119 2.637367 2.127114 -0.1 -1.0 0.2
H 1.605327 -1.324803 -1.732042 0.4 -0.6 0.3
H -2.612366 -0.054774 1.870623 -0.8 -0.3 -0.9
H -0.924092 -2.008317 1.548226 0.5 1.9 1.6
H 1.120507 2.800795 2.261810 0.7 -2.0 0.1
O -3.198809 -1.792383 -0.541625 1.2 0.3 -0.6
C -0.599039 -1.016433 2.092761 1.2 0.4 0.1
H -1.888227 0.248389 -3.064646 0.8 -1.0 1.0
H -0.581328 -0.597075 -2.543586 -1.9 0.8 0.2
H 4.032295 2.599051 -0.910210 0.3 0.5 -0.3
H 0.148522 -1.141834 3.023795 -1.8 -0.3 -2.1
O 1.793352 2.043577 2.268897 -0.5 2.9 -0.3
H -2.433675 -1.426441 -1.061423 -0.7 -0.6 0.5
O -1.548878 -0.336107 -2.338287 1.4 0.2 -1.2
H -3.844818 -1.124123 -0.754371 -0.6 0.2 0.1
H -2.127796 -0.338101 3.522202 -0.3 -0.4 0.0
```
Positions in Å, forces in eV/Å.

The SMILES is CC.O.O.O.O.O. The value obtained for the calculated total energy is -461.94504 a.u. For the HOMO-LUMO gap, the calculation gives 10.79 eV. For the HOMO energy, the calculation gives -0.385 Eh. The spin multiplicity is 1.

Here are the Mulliken charges for atoms 1 to 2, given in e: atom 1 (H): 0.3072, atom 2 (H): 0.3217

***

6 unconnected molecules or ions with the total composition C2H16O7. Source: the OMol25 dataset; level of theory: ωB97M-V/def2-TZVPD.

The geometry in XYZ format:
```
25
Properties=species:S:1:pos:R:3:forces:R:3
H 0.098988 -0.570786 1.931263 -0.3 0.4 0.2
H -0.037298 1.526080 2.732066 0.0 0.2 -0.1
C -0.265385 1.706195 -1.718173 -1.0 1.2 -0.7
H 0.789051 1.033020 -0.231418 0.3 1.0 -0.7
H -1.049868 -0.270753 -0.266903 -0.3 -0.1 0.9
H -1.002519 2.395262 -1.231692 -0.1 -0.8 -0.5
O 1.217186 -3.207324 0.576370 2.4 -1.3 1.8
H 0.796246 3.196247 0.803290 0.9 -0.4 -3.2
O 0.564696 3.264408 1.683343 -1.5 -0.2 3.0
O 0.462262 -0.456674 1.049462 0.2 -0.1 -0.7
H -0.112715 -0.451233 -2.065837 0.7 0.3 -0.5
O -0.644613 -3.038510 -1.303231 -0.6 0.2 -0.5
C -0.870496 0.328419 -2.006101 0.6 0.3 0.5
H 0.869163 -1.304811 0.822678 0.1 -0.3 -0.1
H 1.887161 -3.899078 0.916136 -1.8 1.7 -1.0
O 0.880760 1.742717 -0.933768 0.8 -1.7 1.9
H 1.294052 3.645645 2.151682 0.6 0.4 0.2
O -1.713511 -0.108495 -0.949131 -0.1 -0.2 -0.2
H 0.685757 -3.613426 -0.101398 -0.5 -0.2 -0.6
H 0.023588 2.209516 -2.647102 -0.2 -0.2 -0.2
H -0.914410 -3.528231 -2.094969 0.0 0.3 0.3
H 0.157693 0.473161 3.811789 1.4 -0.6 1.3
H -1.390201 0.340615 -2.948921 -0.6 0.1 -0.2
H -1.240759 -2.258907 -1.235460 0.3 -0.5 0.0
O -0.484826 0.846937 3.256020 -1.4 0.5 -1.0
```
Positions in Å, forces in eV/Å.

The SMILES is OCCO.O.O.O.O.O. The value obtained for the calculated total energy is -612.46721 a.u. For the HOMO-LUMO gap, the calculation gives 10.49 eV. For the HOMO energy, the calculation gives -0.368 Eh. The spin multiplicity is 1.

Here are the Mulliken charges for atoms 1 to 2, given in e: atom 1 (H): 0.3204, atom 2 (H): 0.3799

***

Q: Which value of calculated total energy does entry 4 give?
A: -461.94504 a.u.

***

Q: The lowest calculated total energy belongs to which entry?
A: C2H16O7

***

Please write out number 2 again, unchanged.
6 unconnected molecules or ions with the total composition C2H16NO5. Source: the OMol25 dataset; level of theory: ωB97M-V/def2-TZVPD.

The geometry in XYZ format:
```
24
Properties=species:S:1:pos:R:3:forces:R:3
O 1.709944 1.890005 -1.694384 -0.6 -0.7 0.1
H -1.377442 -3.210917 -1.555426 -0.1 -0.2 0.0
H 1.587932 -0.766185 1.090384 0.0 0.0 0.2
H -2.443931 -2.938464 -0.129443 -0.2 0.3 -0.3
H -1.599731 3.214876 -0.972070 -0.1 0.1 0.0
H 2.430939 2.470048 -1.894155 0.7 0.5 -0.2
O -1.310856 2.313072 -1.121626 -0.1 -0.2 -0.5
H -1.418397 -1.240900 -2.741347 -0.4 0.1 -0.1
H 0.003573 1.212513 1.946976 -0.2 0.0 0.5
H 1.916304 -0.368573 -0.333572 -0.7 0.1 0.1
H 2.671927 0.463310 3.951133 -0.4 1.2 0.7
N -1.258715 -1.316275 -0.731910 0.6 1.3 -0.6
H -1.580014 1.370543 2.213511 0.6 0.0 0.2
H -0.873350 2.038982 -0.311105 0.1 0.1 0.5
H -0.748286 -3.133083 0.125154 0.2 0.0 -0.2
O 2.724240 -0.211628 3.296985 0.1 -0.7 -0.6
H -0.775000 -0.762185 -0.002492 -0.8 -0.2 0.6
H 1.075130 2.037919 -2.405009 0.0 0.1 0.2
O -0.871095 1.297287 1.561400 -0.4 -0.2 -0.8
H -1.616723 0.398291 -1.793329 1.2 0.4 0.0
C -1.474949 -2.739986 -0.584122 0.8 -0.4 0.5
C -1.359214 -0.657241 -1.828035 -1.3 -1.2 0.2
H 3.426143 -0.743772 3.675706 0.2 -0.5 -0.2
O 1.161571 -0.617638 0.236775 0.8 0.0 -0.1
```
Positions in Å, forces in eV/Å.

The value obtained for the calculated total energy is -516.49260 a.u. For the HOMO-LUMO gap, the calculation gives 10.05 eV. The charge is +1. For the HOMO energy, the calculation gives -0.525 Eh. The spin multiplicity is 1.

Here are the Mulliken charges for atoms 1 to 2, given in e: atom 1 (O): -0.5834, atom 2 (H): 0.3336